ORCA calculation (ωB97M-V/def2-TZVPD) on one molecule with the formula C6H10O.

```
! wB97M-V def2-TZVPD RIJCOSX def2/J DEFGRID3
* xyz 0 1
C -1.675 0.603 0.603
C -0.519 0.981 1.140
C 0.720 0.121 1.188
C 1.368 0.383 -0.192
C 0.594 -0.136 -1.375
C -0.428 -0.989 -1.414
O -0.753 -1.954 -0.489
H -1.912 -0.441 0.458
H -2.404 1.320 0.246
H -0.342 2.040 1.323
H 1.415 0.435 1.975
H 0.488 -0.935 1.351
H 1.271 1.471 -0.315
H 2.446 0.185 -0.222
H 0.714 0.441 -2.287
H -1.151 -0.955 -2.224
H 0.055 -2.435 -0.283
*
```

Results
Structure (SMILES) ... C=CCC/C=C\O
Largest force on an atom ... 0.6 eV/Å
HOMO level ... -8.766 eV
E_LUMO ... 0.9 eV
Energy relative to the best compared isomer or geometry (same formula, charge and spin) ... 1.726 eV
Total energy ... -8429.515 eV